[1]
# C27H51FeNO2Si2

A structure of composition C27H51FeNO2Si2 (the ωB97M-V functional and the def2-TZVPD basis, the Open Molecules 2025 dataset).

- DFT total energy (Ha) = -3107.2350
- HOMO (alpha / beta) (eV) = -6.77 / -7.59
- ⟨S²⟩ = 6.017
- energy above the lowest of the compared OMol25 structures with the same formula, charge and spin (kcal/mol) = 11.8
- multiplicity = 5
- gap between HOMO and LUMO (alpha / beta) (eV) = 6.8 / 7.3
- net charge = 0

Element x y z (Å)
1 H -5.442 -1.250 -2.330
2 C -2.172 1.078 -4.112
3 C 2.580 1.930 -1.367
4 H -6.412 -1.245 2.093
5 Fe -0.717 0.353 0.808
6 H -6.489 1.052 0.314
7 H -5.407 -4.062 -3.551
8 N 0.877 0.609 -0.293
9 H -1.605 4.258 3.993
10 C 0.489 1.502 2.869
11 H -2.642 2.156 0.823
12 C -2.886 -0.702 0.042
13 O -3.098 -1.120 -3.381
14 C -0.009 -1.585 0.976
15 H -1.023 -1.021 -3.453
16 H -2.334 -1.466 0.599
17 H -1.201 1.148 -3.605
18 O -4.314 -2.673 -1.455
19 H 2.535 -3.092 -0.746
20 C -0.011 -4.004 1.341
21 H -3.203 -1.219 -0.942
22 C -5.457 -2.343 -2.251
23 C 3.407 0.809 -1.486
24 H 0.390 1.533 3.965
25 H 0.622 2.637 -0.734
26 C -3.157 0.304 -3.253
27 H -6.315 -2.661 -4.167
28 H -3.193 -5.469 -0.024
29 C 1.311 1.793 -0.804
30 C -0.548 -2.716 1.589
31 H -2.253 0.176 -0.245
32 H -2.901 3.490 3.039
33 H -5.087 -2.424 1.963
34 H -6.383 -2.635 -1.723
35 C -3.116 -4.607 -0.691
36 C 1.092 -4.146 0.491
37 C -5.614 -1.618 1.429
38 H -2.422 -3.765 -3.352
39 H 0.260 0.439 2.562
40 H 2.888 2.921 -1.698
41 H -0.692 -3.429 -3.626
42 H -4.832 -3.695 0.244
43 C 0.320 4.423 1.783
44 Si -0.641 2.863 2.202
45 C 2.921 -0.415 -1.028
46 C -1.542 2.151 0.717
47 H -2.338 -3.941 -0.300
48 H 1.493 -5.140 0.274
49 C -5.417 -2.970 -3.621
50 H 1.536 1.706 2.604
51 H -1.698 -1.817 -2.017
52 H -5.502 0.640 -1.108
53 H 1.302 4.203 1.342
54 H -1.408 -2.623 2.257
55 C -5.457 0.988 -0.065
56 H -3.110 1.131 2.725
57 H -4.524 -2.626 -4.155
58 H 0.475 5.011 2.701
59 Si -4.458 -0.194 1.015
60 H -1.878 -2.964 -4.858
61 H -2.050 0.620 -5.099
62 H -0.246 5.045 1.072
63 H 4.402 0.876 -1.925
64 C -1.918 3.324 3.504
65 H -5.031 2.002 -0.056
66 C -1.819 -1.704 -3.109
67 H -2.552 2.095 -4.247
68 C 1.674 -3.014 -0.083
69 H -1.338 2.695 -0.225
70 C -4.047 0.563 2.691
71 H -2.823 -4.962 -1.687
72 H 3.500 -1.329 -1.114
73 H -4.852 1.243 3.003
74 H -6.097 -2.036 0.535
75 H -0.470 -4.881 1.807
76 H -2.999 0.568 -2.194
77 H -5.199 -4.575 -1.259
78 H -4.197 0.573 -3.488
79 C -1.707 -3.051 -3.778
80 C 1.127 -1.729 0.167
81 H -3.981 -0.240 3.440
82 H -2.022 2.544 4.272
83 C 1.675 -0.503 -0.409
84 C -4.456 -3.919 -0.765

Results of the Löwdin charge analysis, in e, for atoms 1 through 8: atom 1 (H): 0.10, atom 2 (C): -0.08, atom 3 (C): -0.05, atom 4 (H): 0.04, atom 5 (Fe): 0.63, atom 6 (H): 0.03, atom 7 (H): 0.08, atom 8 (N): 0.01

---

[2]
# C20H64N8O12

A cluster of 12 separate species, C20H64N8O12 in total (the ωB97M-V functional and the def2-TZVPD basis, the Open Molecules 2025 dataset).

- SMILES string = NC(N)=O.NC(N)=O.NC(N)=O.NC(N)=O.CC(C)O.CC(C)O.CC(C)O.CC(C)O.CO.CO.CO.CO
- DFT total energy (Ha) = -2140.9792
- HOMO (eV) = -9.04
- energy above the lowest of the compared OMol25 structures with the same formula, charge and spin (kcal/mol) = 291.3
- gap between HOMO and LUMO (eV) = 9.0
- net charge = 0

Element x y z (Å)
1 O -1.199 -4.979 -3.574
2 H -5.436 -0.629 -3.179
3 H -0.430 -2.725 2.673
4 H -0.918 4.486 4.968
5 H 3.226 -1.961 1.180
6 H -1.443 2.253 2.273
7 O -0.977 2.012 5.708
8 C -2.478 -2.937 2.135
9 H 2.411 -4.672 1.199
10 O 2.956 -3.997 0.796
11 C -3.745 -1.694 -1.279
12 H -1.010 -5.496 -1.485
13 O -1.550 1.200 -3.346
14 C -0.671 3.796 1.065
15 H -2.778 -3.943 2.496
16 O 0.733 3.728 1.114
17 H 0.501 -0.907 0.951
18 O 3.167 -0.930 -3.030
19 H 2.880 -1.585 -1.067
20 H 1.742 0.548 2.279
21 H 1.548 4.383 -2.836
22 H -2.907 -1.984 -0.553
23 C -1.140 2.605 4.391
24 H 1.654 3.521 -1.158
25 H 4.116 3.785 -4.070
26 H -2.056 -3.253 1.200
27 H 0.633 -1.883 -1.384
28 O -3.120 0.587 -1.294
29 C -1.336 -3.167 4.376
30 H -1.337 -4.193 4.299
31 C -1.433 -4.760 -2.158
32 O 2.585 -1.132 3.913
33 N 1.025 0.457 2.981
34 H 1.522 0.469 -0.835
35 H 4.917 2.652 -3.084
36 H -2.515 2.875 0.976
37 H -1.563 -4.307 -4.090
38 C 3.592 1.454 0.312
39 H -0.326 -2.842 4.724
40 H -2.435 0.306 -0.645
41 H 0.667 3.094 -2.478
42 O -1.194 -0.063 0.633
43 O 2.430 2.033 -3.897
44 H -1.689 1.349 -5.662
45 C -0.287 -1.636 -0.811
46 H -1.600 0.921 3.381
47 H -4.701 0.904 -3.114
48 N -1.347 4.749 1.533
49 H -0.025 0.376 5.303
50 H 3.507 0.781 -0.534
51 H 1.759 1.335 -3.819
52 N -1.526 2.799 0.794
53 H -5.785 0.380 -1.682
54 N -1.418 1.915 3.330
55 H -0.006 1.265 -6.169
56 H 2.748 -3.013 2.477
57 H -1.373 -0.450 1.491
58 C 3.594 -1.664 -1.906
59 H 4.577 -1.382 -1.635
60 C 2.653 -2.824 1.489
61 H 3.794 0.864 2.175
62 H 0.027 0.989 -1.546
63 H -1.184 -3.742 -1.823
64 O -1.439 -1.171 3.034
65 H 1.082 -0.154 -4.768
66 H 2.854 2.202 0.153
67 O 3.308 0.590 1.377
68 H 0.527 1.607 0.002
69 N 0.499 -0.371 4.868
70 H -2.453 -4.848 -1.944
71 C 2.754 2.568 -2.804
72 C 1.434 -0.276 3.974
73 H 0.612 -0.269 -3.060
74 H -1.173 4.205 3.249
75 H -4.601 -2.067 -0.714
76 N 0.476 0.187 -3.969
77 H -1.131 -1.405 -1.509
78 N -0.729 1.082 -5.454
79 H -3.495 -2.444 -2.064
80 C 1.624 3.500 -2.295
81 H 0.755 -0.981 5.662
82 C -4.993 0.091 -2.441
83 H 1.551 -2.592 1.338
84 H -0.626 -0.770 3.396
85 C 4.043 3.327 -3.066
86 H -3.133 -0.519 -2.740
87 H -1.981 -2.850 5.210
88 H 4.622 1.898 0.439
89 H -0.530 -2.562 -0.222
90 N -1.108 3.861 4.175
91 H 0.177 1.040 2.931
92 C 0.472 0.634 -0.625
93 H 3.656 -2.728 -2.157
94 C -1.355 -2.405 3.063
95 C -0.634 0.889 -4.216
96 H 3.503 -0.076 -2.994
97 H -1.225 1.842 0.537
98 H -0.910 5.510 1.978
99 H 4.275 4.053 -2.302
100 H 2.850 1.683 -2.182
101 H -3.446 -2.462 2.078
102 H -2.326 4.859 1.309
103 C -3.682 -0.323 -1.888
104 C -0.168 -0.488 0.139

Results of the Löwdin charge analysis, in e, for atoms 1 through 8: atom 1 (O): -0.09, atom 2 (H): 0.10, atom 3 (H): 0.12, atom 4 (H): 0.15, atom 5 (H): 0.07, atom 6 (H): 0.09, atom 7 (O): -0.18, atom 8 (C): -0.01

---

[3]
# C16H37F3Li2N2O4

A structure of composition C16H37F3Li2N2O4 (the ωB97M-V functional and the def2-TZVPD basis, the Open Molecules 2025 dataset).

- DFT total energy (Ha) = -1356.7332
- HOMO (eV) = -6.71
- energy above the lowest of the compared OMol25 structures with the same formula, charge and spin (kcal/mol) = 212.2
- gap between HOMO and LUMO (eV) = 5.5
- net charge = 0

Element x y z (Å)
1 C 23.590 -3.472 -3.091
2 H 19.111 -7.664 -8.599
3 C 23.493 -5.103 -1.203
4 H 11.954 2.365 -2.165
5 H 17.353 -4.540 -5.387
6 H 14.583 0.751 -6.581
7 H 23.344 -2.417 -3.210
8 O 18.946 -11.083 -8.738
9 H 23.025 -6.117 -3.190
10 H 19.190 -8.592 -10.091
11 N 12.490 -0.053 -4.535
12 H 18.709 1.301 -0.965
13 F 17.934 -13.768 -10.196
14 C 22.797 -6.092 -2.125
15 C 19.414 -8.620 -9.025
16 H 24.570 -5.268 -1.179
17 C 25.042 -3.707 -3.526
18 H 23.145 -5.340 -0.197
19 H 23.671 -1.708 1.095
20 H 22.822 -3.871 -3.754
21 H 23.696 -1.698 -1.177
22 H 13.351 1.354 -2.174
23 Li 19.381 -2.966 -1.466
24 C 13.546 1.086 -6.604
25 H 13.058 -2.519 -3.635
26 H 13.328 1.233 -7.662
27 C 11.551 -1.082 -4.092
28 C 12.470 0.041 -6.055
29 H 24.109 -3.496 1.170
30 H 18.686 -9.760 -7.255
31 H 11.000 1.519 -4.221
32 H 25.768 -3.314 -2.814
33 H 22.946 -7.120 -1.793
34 C 23.923 -2.705 -0.827
35 H 13.468 2.062 -6.124
36 C 12.012 1.213 -3.957
37 H 12.597 2.057 -4.323
38 H 10.633 -1.101 -4.679
39 H 11.514 -3.183 -3.565
40 H 25.161 -4.790 -3.549
41 C 12.303 1.379 -2.473
42 Li 16.019 -0.834 -3.763
43 F 19.716 -13.171 -11.237
44 H 24.994 -2.894 -0.903
45 H 20.486 -8.626 -8.825
46 C 19.031 -13.043 -10.088
47 O 18.232 -10.845 -10.836
48 F 19.680 -13.540 -9.067
49 H 17.588 -9.620 -8.595
50 C 18.666 -11.545 -9.941
51 H 21.716 -5.986 -2.042
52 H 11.466 0.405 -6.272
53 H 22.481 -2.831 0.768
54 N 23.228 -3.728 -1.608
55 C 23.558 -2.703 0.664
56 H 25.201 -3.373 -4.552
57 H 12.707 -0.901 -6.551
58 H 11.714 0.629 -1.946
59 C 12.091 -2.455 -4.134
60 O 18.170 0.514 -1.178
61 C 18.644 -9.707 -8.343
62 O 17.562 -3.965 -4.625
63 H 12.332 -2.843 -5.124
64 H 11.236 -0.952 -3.056

Results of the Löwdin charge analysis, in e, for atoms 1 through 8: atom 1 (C): -0.23, atom 2 (H): 0.09, atom 3 (C): -0.27, atom 4 (H): 0.08, atom 5 (H): -0.19, atom 6 (H): 0.06, atom 7 (H): 0.10, atom 8 (O): 0.02

---

[4]
# C5H8N4S

A cluster of 2 separate species, C5H8N4S in total (the ωB97M-V functional and the def2-TZVPD basis, the Open Molecules 2025 dataset).

- DFT total energy (Ha) = -812.3913
- HOMO (eV) = -8.53
- energy above the lowest of the compared OMol25 structures with the same formula, charge and spin (kcal/mol) = 121.8
- gap between HOMO and LUMO (eV) = 7.3
- net charge = 0

Element x y z (Å)
1 H 4.009 0.812 -0.608
2 C 1.703 -0.750 -2.159
3 N 2.041 0.458 -0.350
4 N -1.317 0.032 0.682
5 H 0.549 0.677 1.322
6 H -3.061 0.626 1.476
7 C -0.398 1.055 1.273
8 N 3.052 -0.461 -2.144
9 H -0.873 1.310 2.211
10 H 1.398 -1.294 -2.965
11 H -0.436 1.838 0.571
12 C 3.174 0.288 -1.061
13 C -2.516 -0.378 1.423
14 H -2.318 -0.577 2.482
15 C -1.134 -0.671 -0.403
16 S -1.782 -1.676 -1.505
17 H -3.190 -1.102 0.881
18 N 1.098 -0.188 -1.128

Results of the Löwdin charge analysis, in e, for atoms 1 through 8: atom 1 (H): 0.09, atom 2 (C): -0.25, atom 3 (N): -0.03, atom 4 (N): -0.21, atom 5 (H): 0.03, atom 6 (H): 0.12, atom 7 (C): 0.02, atom 8 (N): 0.03

---

What is the DFT total energy in the third record? -1356.7332 Ha

---

Which of these has the highest energy above the lowest of the compared OMol25 structures with the same formula, charge and spin? C20H64N8O12

---

Number 2 is which compound? C20H64N8O12